## i
A 2-piece molecular cluster, CH5Cl2NSi overall. Source: OMol25; level of theory: ωB97M-V/def2-TZVPD.

For the orbital gap (alpha / beta), the calculation gives 5.245 / 7.231 eV.

Element x y z (Å)
C  2.74444  0.23852  -0.63922
N  -0.51316  -0.98097  0.00982
Si  -0.09995  0.54294  0.75819
Cl  2.87853  -1.36193  0.11582
Cl  3.81433  1.43008  0.19904
H  3.10779  0.18668  -1.63909
H  0.22493  -1.75013  0.08728
H  -1.24748  -0.95942  -0.59373
H  0.67025  0.55012  2.02447
H  -0.14711  1.87400  0.11117

=====

## ii
A 2-piece molecular cluster, CH5Cl2NSi overall. Source: OMol25; level of theory: ωB97M-V/def2-TZVPD.

For the orbital gap, the calculation gives 8.108 eV.

Element x y z (Å)
C  -1.45588  -0.28615  0.16976
N  -0.70382  0.82345  -0.37862
Si  1.81531  0.36244  0.11788
Cl  1.75021  -1.67607  0.25572
Cl  3.11240  0.83072  -1.26326
H  -0.93712  -0.52540  1.16586
H  -2.57633  -0.01488  0.30007
H  -1.58389  -1.34716  -0.40878
H  -0.90005  0.73185  -1.35821
H  1.47918  1.10119  1.39959

=====

Relative calculated energies, zero for the most stable structure, unit eV: i 2.952; ii 0.000.

=====

## i
An isolated ion of composition C7H8N3O and charge +1. Source: OMol25; level of theory: ωB97M-V/def2-TZVPD.

Its structure (SMILES) is C[C@@H]1N=c2ccc(=O)[nH]c2=[NH+]1. For the orbital gap, the calculation gives 9.050 eV. The net charge is +1.

Element x y z (Å)
C  -1.38388  1.77880  0.00044
C  -2.58108  1.19648  -0.06209
C  -0.25877  0.92455  0.00541
C  -0.44033  -0.56736  -0.08962
C  -2.78006  -0.28677  0.16586
C  1.75352  0.07220  -0.29608
C  2.98458  -0.39827  0.47246
N  1.00001  1.16033  -0.03605
N  -1.64935  -1.09247  0.03431
N  0.73284  -1.07613  -0.37009
O  -3.83200  -0.82107  0.40644
H  -1.28788  2.85141  -0.22910
H  -3.45899  1.85108  0.10374
H  2.02467  0.07353  -1.38840
H  3.27589  -1.38115  0.17222
H  2.80152  -0.42119  1.57353
H  3.78862  0.21574  0.07523
H  -1.93979  -2.14005  -0.03835
H  1.25047  -1.93965  -0.49986

=====

## ii
An isolated ion of composition C7H8N3O and charge +1. Source: OMol25; level of theory: ωB97M-V/def2-TZVPD.

Its structure (SMILES) is Cn1cnc2occc2c1=[NH2+]. For the orbital gap, the calculation gives 9.031 eV. The net charge is +1.

Element x y z (Å)
C  -1.90056  -1.57596  0.08469
C  -3.10348  -0.90104  0.09440
C  -0.95125  -0.58867  -0.02027
C  -1.60981  0.62514  0.03202
C  0.26129  1.79603  -0.08952
C  0.55728  -0.51416  -0.01124
C  2.49284  1.18469  0.21025
N  -1.02638  1.80913  -0.09666
N  1.07711  0.73352  0.06978
N  1.16706  -1.67624  -0.11213
O  -2.94566  0.45084  0.02537
H  -1.65211  -2.55240  0.30491
H  -4.10832  -1.18776  -0.06630
H  0.73262  2.82010  -0.45799
H  2.54532  2.04497  0.96285
H  3.10607  0.37451  0.42842
H  2.63701  1.49446  -0.85205
H  0.65123  -2.52273  -0.11306
H  2.06975  -1.81444  -0.39347

=====

Relative calculated energies, zero for the most stable structure, unit eV: i 0.000; ii 0.078.

=====

## i
C8H19N in the gas phase. Source: OMol25; level of theory: ωB97M-V/def2-TZVPD.

Its structure (SMILES) is CCCC[C@H](CC)NC. For the orbital gap, the calculation gives 9.676 eV.

Element x y z (Å)
N  0.45334  1.02831  -0.98045
C  -0.03901  2.27617  -1.52190
C  3.64480  1.38441  2.35632
C  -2.36932  -0.94918  0.76602
C  2.23909  1.22091  1.79760
C  2.11272  -0.09680  0.90759
C  -1.59226  -0.12415  -0.28304
C  0.63868  -0.55576  0.77159
C  -0.30745  0.54755  0.22274
H  0.45398  0.29011  -1.64626
H  -1.13371  2.28229  -1.73371
H  0.16750  3.12151  -0.85560
H  0.45786  2.49079  -2.54476
H  3.77936  0.96329  3.38809
H  4.43900  0.85294  1.76228
H  3.88724  2.41018  2.54942
H  -1.87078  -1.85292  0.87579
H  -2.45803  -0.40155  1.72647
H  -3.34586  -1.19460  0.43426
H  1.65276  1.27535  2.81287
H  1.97837  2.04414  1.09024
H  2.53678  -0.94213  1.54408
H  2.63572  0.04546  -0.04410
H  -2.22086  0.59353  -0.61780
H  -1.39934  -0.81738  -1.07334
H  0.54332  -1.47442  0.26423
H  0.36737  -0.87908  1.82219
H  -0.43430  1.27800  1.02616

=====

## ii
C8H19N in the gas phase. Source: OMol25; level of theory: ωB97M-V/def2-TZVPD.

Its structure (SMILES) is CC[C@](C)(N)C(C)(C)C. For the orbital gap, the calculation gives 9.719 eV.

Element x y z (Å)
C  0.12916  -0.81069  -0.14620
C  -0.69331  0.47352  -0.02173
C  1.63694  -0.51979  0.55983
C  -0.44100  -1.99772  0.63298
C  -0.68950  1.10499  1.36740
C  -2.28511  0.04158  -0.31269
C  -0.35713  1.53237  -1.07322
C  2.54950  0.60354  0.09276
N  0.37313  -1.25569  -1.48747
H  0.79158  -0.55331  -2.08051
H  -0.44433  -1.65832  -1.92574
H  2.14700  -1.46454  0.36368
H  1.48585  -0.45801  1.63713
H  -0.66861  -1.73023  1.65995
H  -1.34079  -2.38069  0.15903
H  0.29314  -2.80050  0.63753
H  0.60656  2.00153  -0.90521
H  -0.37069  1.15301  -2.09327
H  -1.45928  1.87421  1.41630
H  0.26396  1.57764  1.58918
H  -0.90212  0.37170  2.14091
H  -2.86041  0.96175  -0.39713
H  -2.69486  -0.53455  0.51220
H  -2.38117  -0.51684  -1.24196
H  -1.09637  2.33181  -1.04056
H  2.65351  0.61064  -0.99079
H  3.54620  0.46260  0.51550
H  2.20816  1.58000  0.43209

=====

Relative calculated energies, zero for the most stable structure, unit eV: i 1.241; ii 0.000.

=====

## i
H6NO2PSi in the gas phase. Source: OMol25; level of theory: ωB97M-V/def2-TZVPD.

Its structure (SMILES) is NP(O)O[SiH3]. For the orbital gap, the calculation gives 10.070 eV.

Element x y z (Å)
N  0.33074  -0.15136  -1.69596
O  -0.78695  1.84636  -0.78251
O  0.52531  0.31560  0.94506
Si  -0.10082  -1.02436  1.51332
P  0.67850  1.17694  -0.60600
H  0.07214  0.15791  -2.57247
H  1.14428  -0.71021  -1.72996
H  -1.02490  2.46668  -0.08313
H  -1.51012  -0.98654  1.13608
H  0.69017  -2.26455  0.80384
H  -0.01834  -0.82647  3.07173

=====

## ii
A 2-piece molecular cluster, H6NO2PSi overall. Source: OMol25; level of theory: ωB97M-V/def2-TZVPD.

Its structure (SMILES) is O[SiH3].NP=O. For the orbital gap, the calculation gives 10.177 eV.

Element x y z (Å)
N  1.97061  0.11369  1.52604
O  3.42408  1.33284  -0.00094
O  -0.63145  -0.38102  -0.03970
Si  -2.22238  0.15341  0.19850
P  2.56928  0.12986  -0.01592
H  2.27159  0.92948  2.06252
H  1.03020  -0.21234  1.77887
H  -0.52327  -0.64159  -0.96296
H  -3.12642  -0.67581  -0.69214
H  -2.50404  0.16894  1.74477
H  -2.18256  1.52037  -0.31979

=====

Relative calculated energies, zero for the most stable structure, unit eV: i 0.000; ii 0.276.